{
  "formula": "C37H54Cl40NO4P",
  "method": "ωB97M-V/def2-TZVPD",
  "elements": ["C", "C", "C", "N", "C", "C", "C", "C", "C", "C", "C", "O", "C", "C", "C", "P", "O", "O", "C", "C", "C", "C", "O", "H", "H", "H", "H", "H", "H", "H", "H", "H", "H", "H", "H", "H", "H", "C", "Cl", "Cl", "H", "H", "C", "Cl", "Cl", "H", "H", "C", "Cl", "Cl", "H", "H", "C", "Cl", "Cl", "H", "H", "C", "Cl", "Cl", "H", "H", "C", "Cl", "Cl", "H", "H", "C", "Cl", "Cl", "H", "H", "C", "Cl", "Cl", "H", "H", "C", "Cl", "Cl", "H", "H", "C", "Cl", "Cl", "H", "H", "C", "Cl", "Cl", "H", "H", "C", "Cl", "Cl", "H", "H", "C", "Cl", "Cl", "H", "H", "C", "Cl", "Cl", "H", "H", "C", "Cl", "Cl", "H", "H", "C", "Cl", "Cl", "H", "H", "C", "Cl", "Cl", "H", "H", "C", "Cl", "Cl", "H", "H", "C", "Cl", "Cl", "H", "H", "C", "Cl", "Cl", "H", "H"],
  "xyz": [[10.364912, -2.601049, -1.102257], [8.926535, -3.060147, -1.002839], [8.178142, -2.730897, 0.267824], [8.472407, -3.727500, -1.990916], [7.070701, -3.779757, -2.140977], [6.467875, -5.040359, -2.258968], [5.106333, -5.192331, -2.448028], [4.288950, -4.062426, -2.533321], [4.890265, -2.810379, -2.403392], [6.253462, -2.657216, -2.227770], [3.970920, -1.627133, -2.464631], [4.299658, -0.558729, -2.918122], [2.586131, -1.862286, -1.938161], [1.868922, -0.862370, -1.293577], [0.578792, -1.090639, -0.818237], [-0.224851, 0.356055, 0.035177], [-1.375373, -0.429459, 0.973558], [0.972327, 0.816470, 1.085087], [-0.025321, -2.348717, -1.014976], [0.706025, -3.332371, -1.661051], [1.998704, -3.111010, -2.101117], [2.817589, -4.177428, -2.762190], [2.332066, -5.073790, -3.406966], [10.868318, -2.567952, -0.135598], [10.431623, -1.662390, -1.654690], [10.894576, -3.345347, -1.703957], [7.451734, -3.498667, 0.534875], [8.853218, -2.602374, 1.116138], [7.689195, -1.758824, 0.144816], [7.075747, -5.937356, -2.202031], [4.706998, -6.187266, -2.569493], [6.701379, -1.671020, -2.161787], [2.362214, 0.096823, -1.158137], [-0.928283, -1.075679, 1.540968], [1.429000, 0.040715, 1.442411], [-1.046858, -2.596732, -0.694328], [0.266024, -4.307406, -1.831550], [-1.867294, -7.256586, -2.610878], [-0.371416, -6.415190, -3.028280], [-1.990639, -7.526099, -0.864344], [-2.711513, -6.657724, -2.929976], [-1.880399, -8.216644, -3.113520], [-1.986656, 2.862728, 3.054412], [-1.566536, 1.704041, 1.777611], [-2.151985, 4.522282, 2.434957], [-2.930497, 2.560821, 3.496587], [-1.203495, 2.860216, 3.803959], [4.168604, -6.560985, 1.240024], [2.953695, -7.768859, 1.679807], [3.777157, -5.734871, -0.278780], [4.225427, -5.822734, 2.031816], [5.125297, -7.057526, 1.121897], [-1.194037, -10.819444, 1.499472], [0.298827, -9.974770, 1.092420], [-1.331216, -11.104379, 3.242364], [-2.035839, -10.215889, 1.179551], [-1.204572, -11.775562, 0.989354], [-0.328761, 6.886776, 0.015851], [-1.303249, 7.917285, 1.074503], [0.564540, 7.834134, -1.176516], [0.376239, 6.333807, 0.625495], [-0.986646, 6.201586, -0.507112], [2.299917, 5.928626, -4.234631], [1.044700, 4.780301, -3.758841], [1.961132, 6.643361, -5.815655], [2.342405, 6.719892, -3.494715], [3.248442, 5.406649, -4.281207], [-2.184292, 5.979365, -4.705535], [-2.593724, 6.853301, -3.221771], [-3.328282, 6.343243, -6.004403], [-1.190830, 6.274115, -5.021897], [-2.208798, 4.915027, -4.501982], [-2.601017, 7.978730, 4.467908], [-1.413360, 8.909355, 5.393164], [-4.254476, 8.484106, 4.842461], [-2.418880, 8.136090, 3.411827], [-2.490189, 6.928043, 4.713479], [1.029896, 3.760193, 5.828221], [-0.654141, 3.261197, 6.078647], [1.336426, 4.172475, 4.138567], [1.229307, 4.629700, 6.444342], [1.683496, 2.942864, 6.113126], [-5.820426, 5.300819, 6.528034], [-4.864580, 4.542619, 5.249417], [-5.153882, 4.964431, 8.130117], [-5.821021, 6.372954, 6.367828], [-6.831463, 4.913472, 6.481912], [3.754850, 7.048368, 6.883839], [2.366102, 6.405332, 7.771636], [4.475725, 5.827080, 5.830205], [3.423491, 7.882148, 6.276025], [4.499682, 7.378663, 7.598157], [1.107308, -13.298305, 4.682456], [1.374724, -14.961794, 4.142650], [2.433362, -12.234306, 4.202351], [0.191899, -12.930087, 4.233435], [1.028368, -13.291746, 5.763417], [-3.587195, -3.874012, 1.707894], [-5.084552, -3.157272, 1.110584], [-2.177844, -3.281222, 0.806100], [-3.465502, -3.612653, 2.752889], [-3.643899, -4.950540, 1.594519], [-2.133478, 12.660038, 5.024041], [-0.945780, 13.591529, 5.946336], [-3.787821, 13.151695, 5.405396], [-1.957205, 12.821539, 3.966964], [-2.017468, 11.611406, 5.269303], [0.117411, -0.270266, 7.381392], [1.785218, -0.769433, 7.690660], [-0.512968, -0.990784, 5.893819], [-0.502336, -0.588389, 8.211443], [0.089271, 0.809235, 7.286082], [-6.300934, 4.138183, -5.031078], [-7.619719, 4.781514, -6.012411], [-6.124271, 2.386314, -5.235319], [-5.378176, 4.617525, -5.333404], [-6.507271, 4.348288, -3.987987], [-5.696797, 8.933198, -3.371259], [-5.876592, 10.172958, -4.617267], [-6.769758, 7.555765, -3.658492], [-4.672630, 8.580006, -3.376748], [-5.940811, 9.367624, -2.408751], [-6.032544, -0.906751, -4.456428], [-7.197695, -2.138032, -4.969500], [-5.054912, -1.462022, -3.093665], [-5.374830, -0.681698, -5.288664], [-6.575946, -0.017568, -4.158515], [-4.638278, -4.414766, -6.236986], [-5.808245, -5.635720, -6.740916], [-3.662723, -4.961172, -4.866456], [-3.976458, -4.204836, -7.069348], [-5.173519, -3.518412, -5.943246], [-1.185050, -4.828663, -8.164453], [-2.482418, -5.651963, -9.041788], [-1.464866, -3.084537, -8.073941], [-1.139904, -5.226134, -7.156254], [-0.248430, -5.005731, -8.679568]],
  "atomic_forces_ev_per_a": [[0.1, -1.1, 0.0], [0.8, -0.2, 0.1], [0.0, 0.5, -0.1], [-0.7, 1.4, -0.1], [-0.3, -1.4, 0.3], [-0.1, -0.2, -0.1], [0.5, 0.5, -1.2], [0.5, -0.2, -0.3], [-0.7, 0.2, 0.0], [0.5, 0.2, 0.0], [0.0, -0.1, 0.1], [0.2, 0.3, 0.2], [-0.1, 0.0, 0.2], [0.3, 0.1, -0.2], [-0.1, 0.0, 0.8], [-0.1, -0.5, -1.0], [1.7, -1.4, -1.4], [0.0, -1.0, -0.4], [0.3, 0.4, -0.2], [-0.4, -0.5, -0.1], [0.4, 0.1, -0.2], [0.1, 0.3, 0.3], [-0.2, -0.4, 0.0], [-0.1, 0.4, 0.0], [-0.1, 0.1, 0.3], [0.0, 0.1, -0.1], [-0.1, 0.2, -0.2], [0.2, -0.1, -0.2], [-0.2, -0.2, 0.1], [0.1, 0.2, 0.0], [-0.1, 0.1, -0.2], [-0.2, 0.0, -0.1], [-0.2, 0.0, 0.0], [-0.3, -0.2, 0.0], [0.2, 0.2, 0.0], [1.0, 0.7, -0.7], [0.0, 0.1, 0.1], [0.0, 0.0, -0.1], [-0.1, -0.2, -0.1], [-0.1, 0.0, 0.1], [0.0, 0.0, 0.1], [0.1, 0.0, 0.1], [0.2, 0.1, -0.3], [-1.7, 2.7, 2.4], [-0.1, 0.2, 0.1], [-0.1, 0.0, -0.1], [-0.1, 0.0, -0.3], [-0.2, 0.0, 0.1], [0.1, 0.0, 0.1], [-0.4, -0.4, 1.5], [-0.1, 0.0, 0.0], [0.0, 0.0, -0.1], [0.0, 0.0, -0.1], [0.0, 0.0, -0.1], [-0.2, 0.1, 0.0], [0.0, 0.1, 0.1], [0.1, 0.0, 0.1], [0.0, -0.3, 0.0], [0.0, 0.0, -0.1], [0.1, 0.0, 0.0], [0.0, 0.1, 0.0], [-0.1, 0.1, 0.0], [0.1, 0.1, 0.1], [0.0, -0.1, 0.1], [0.0, 0.0, 0.0], [-0.1, 0.0, 0.0], [-0.1, -0.1, -0.1], [0.1, 0.0, -0.1], [0.1, -0.1, 0.1], [0.0, 0.0, 0.0], [0.0, 0.1, 0.0], [-0.1, 0.0, 0.0], [0.0, -0.1, 0.0], [0.1, -0.1, 0.0], [0.0, 0.0, 0.0], [0.0, 0.1, 0.1], [0.0, 0.0, 0.1], [0.1, 0.0, 0.0], [0.1, 0.0, 0.4], [0.0, 0.0, 0.0], [-0.1, -0.1, -0.1], [-0.1, -0.1, -0.1], [-0.1, 0.1, 0.0], [0.0, 0.0, -0.1], [0.0, 0.0, 0.0], [0.1, 0.0, 0.0], [0.1, -0.1, 0.0], [0.1, 0.1, -0.1], [0.0, 0.2, 0.2], [0.0, 0.0, 0.0], [-0.1, -0.1, 0.0], [0.0, -0.1, 0.0], [-0.1, 0.0, 0.0], [-0.1, 0.0, 0.0], [0.0, 0.1, 0.0], [0.1, -0.1, 0.0], [0.1, 0.0, 0.0], [0.0, -0.1, 0.1], [0.0, 0.0, 0.0], [-0.8, -0.7, 0.8], [0.0, 0.1, 0.0], [0.0, 0.0, -0.1], [0.0, -0.1, 0.0], [0.1, 0.0, 0.0], [0.0, 0.0, 0.0], [0.0, 0.1, 0.0], [0.0, 0.0, 0.1], [0.0, 0.0, 0.0], [0.0, 0.0, 0.0], [-0.1, 0.1, 0.0], [0.0, -0.1, 0.0], [0.0, 0.0, -0.1], [0.0, 0.1, 0.1], [0.0, 0.0, 0.0], [0.1, 0.1, 0.0], [0.0, 0.0, -0.1], [-0.1, -0.1, 0.0], [0.1, 0.0, 0.1], [0.0, 0.0, 0.0], [0.0, 0.0, 0.0], [0.0, 0.0, -0.1], [-0.1, 0.0, 0.0], [0.0, 0.1, 0.0], [0.0, 0.1, 0.0], [0.0, 0.0, 0.0], [0.0, -0.1, 0.0], [0.0, -0.1, 0.1], [0.0, 0.1, -0.2], [0.0, 0.0, 0.0], [0.1, 0.1, 0.0], [0.0, -0.1, 0.0], [0.0, -0.1, 0.1], [0.1, -0.1, 0.1], [0.0, 0.0, 0.0], [0.0, 0.0, 0.0], [-0.1, 0.0, 0.0], [0.0, 0.1, -0.1]],
  "lowdin_charge": [-0.04, -0.37, -0.03, 0.14, -0.26, -0.01, -0.15, -0.17, -0.08, 0.04, -0.28, 0.13, -0.08, -0.03, -0.30, 0.78, -0.52, -0.34, -0.10, 0.00, -0.09, -0.33, 0.08, 0.07, 0.09, 0.08, 0.08, 0.08, 0.09, 0.12, 0.10, 0.13, 0.12, 0.02, 0.06, -0.03, 0.05, -1.01, 0.58, 0.50, -0.03, 0.03, -0.98, 0.68, 0.49, 0.02, -0.09, -0.96, 0.50, 0.73, 0.03, 0.03, -1.00, 0.49, 0.54, 0.01, 0.03, -1.02, 0.53, 0.51, 0.03, 0.01, -1.01, 0.52, 0.51, 0.00, 0.03, -1.01, 0.54, 0.54, -0.02, 0.03, -1.02, 0.53, 0.52, -0.05, 0.01, -0.99, 0.57, 0.53, -0.06, 0.03, -1.03, 0.50, 0.50, -0.01, 0.03, -1.00, 0.54, 0.51, 0.03, 0.03, -1.05, 0.50, 0.49, -0.06, 0.03, -0.97, 0.52, 0.65, 0.03, 0.02, -1.04, 0.50, 0.50, 0.03, -0.04, -1.03, 0.50, 0.49, 0.03, -0.03, -1.04, 0.51, 0.55, -0.03, 0.02, -1.03, 0.51, 0.50, -0.04, 0.03, -1.05, 0.54, 0.51, 0.02, -0.03, -1.03, 0.51, 0.52, -0.04, -0.04, -1.01, 0.52, 0.51, 0.02, 0.02],
  "de_lowest_ev": 0.000,
  "spin_multiplicity": 1,
  "homo_energy_ev": -8.8,
  "mol_weight_g_mol": 2025.936,
  "lumo_energy_ha": -0.029
}